# 1
This record from the OMol25 dataset describes the molecule C6H12O2SSi in a non-equilibrium geometry. The level of theory is wB97M-V/def2-TZVPD.

The geometry in ORCA input format:
```
! wB97M-V def2-TZVPD RIJCOSX def2/J DEFGRID3
* xyz 0 1
C -3.11 0.10 1.10
C 0.45 1.30 -0.09
C -0.38 -1.84 0.51
C 1.34 0.34 0.71
C 2.80 0.87 0.76
C -2.58 -0.58 -1.88
O -4.33 0.10 0.90
O -0.94 1.04 0.20
Si -1.77 -0.33 -0.15
S 1.27 -1.37 0.04
H -2.73 0.34 2.09
H 0.91 2.25 0.22
H 0.48 1.39 -1.21
H -0.39 -2.13 1.54
H -0.77 -2.68 -0.05
H 0.92 0.29 1.74
H 2.99 1.42 -0.28
H 3.49 0.01 0.81
H 2.95 1.51 1.50
H -3.25 -1.43 -1.97
H -3.25 0.31 -1.80
H -1.73 -0.48 -2.64
*
```

Summary:
Lowest unoccupied orbital energy (eV): 0.39
SMILES string: C[C@H]1CO[Si@](C)(C=O)CS1
Largest force on an atom (eV Å⁻¹): 6.41
Frontier orbital gap (eV): 8.7

=====

# 2
This record from the OMol25 dataset describes a structure of composition C52H68N4O4RuSe in a non-equilibrium geometry. The level of theory is wB97M-V/def2-TZVPD.

The geometry in ORCA input format:
```
! wB97M-V def2-TZVPD RIJCOSX def2/J DEFGRID3
* xyz 1 2
Ru 0.54 -0.14 0.30
C 5.16 4.13 -3.47
C 3.98 3.57 -2.73
C 2.72 4.14 -2.80
C 1.62 3.62 -2.09
C 0.34 4.13 -2.31
N -0.76 3.66 -1.73
C -2.09 4.09 -2.04
C -2.69 5.02 -0.98
C -3.35 4.26 0.17
N -2.40 3.61 1.02
C -1.94 4.12 2.15
C -1.04 3.46 2.99
C -0.68 4.04 4.22
C 0.10 3.37 5.15
C 0.41 3.98 6.48
C 0.55 2.10 4.83
C 0.29 1.48 3.60
C 0.79 0.17 3.38
N 0.76 -0.58 2.32
C 1.31 -1.91 2.44
C 2.49 -2.14 1.47
C 3.31 -0.87 1.27
N 2.65 0.05 0.37
C 3.42 0.75 -0.39
C 3.12 1.87 -1.21
C 4.15 2.42 -1.97
C 1.82 2.50 -1.18
O 0.90 2.15 -0.40
C -0.53 2.15 2.64
O -0.86 1.60 1.54
H 4.95 5.12 -3.85
H 5.42 3.47 -4.30
H 6.02 4.17 -2.80
H 2.56 5.00 -3.44
H 0.21 4.94 -3.02
H -0.58 2.91 -1.05
H -2.73 3.21 -2.15
H -2.06 4.61 -3.00
H -3.44 5.66 -1.45
H -1.91 5.67 -0.59
H -4.03 3.50 -0.23
H -3.94 4.96 0.77
H -1.98 2.71 0.77
H -2.33 5.09 2.45
H -1.05 5.03 4.45
H 0.27 5.05 6.46
H 1.44 3.76 6.77
H -0.25 3.56 7.24
H 1.14 1.56 5.57
H 1.26 -0.27 4.27
H 0.52 -2.64 2.21
H 1.65 -2.09 3.47
H 2.11 -2.45 0.49
H 3.12 -2.93 1.88
H 4.31 -1.12 0.89
H 3.45 -0.35 2.24
H 4.49 0.49 -0.40
H 5.12 1.95 -1.95
C -4.86 -0.98 -5.24
C -4.69 0.23 -4.32
C -5.86 0.24 -3.33
C -4.74 1.52 -5.15
C -3.34 0.13 -3.62
C -3.22 0.04 -2.24
C -1.97 -0.07 -1.66
Se -1.89 -0.41 0.24
C -2.25 -2.29 0.04
C -3.54 -2.76 0.15
C -3.79 -4.12 0.00
C -2.69 -4.96 -0.23
C -1.39 -4.53 -0.36
C -1.11 -3.12 -0.23
O 0.03 -2.59 -0.29
C -0.30 -5.58 -0.56
C -0.20 -6.40 0.74
C -0.69 -6.51 -1.72
C 1.08 -5.00 -0.87
C -5.19 -4.70 0.10
C -6.26 -3.61 0.17
C -5.48 -5.57 -1.13
C -5.26 -5.55 1.38
C -0.75 -0.08 -2.39
O 0.38 -0.12 -1.78
C -0.89 -0.03 -3.82
C -2.16 0.07 -4.36
C 0.34 -0.11 -4.71
C 1.06 -1.44 -4.45
C 0.01 -0.02 -6.20
C 1.28 1.06 -4.36
H -5.84 -0.95 -5.72
H -4.79 -1.91 -4.67
H -4.11 -1.00 -6.03
H -6.79 0.32 -3.88
H -5.80 1.09 -2.66
H -5.89 -0.67 -2.75
H -5.69 1.60 -5.66
H -3.95 1.54 -5.90
H -4.62 2.39 -4.51
H -4.08 0.04 -1.58
H -4.32 -2.05 0.36
H -2.88 -6.02 -0.30
H -1.14 -6.90 0.96
H 0.05 -5.75 1.58
H 0.58 -7.15 0.64
H -1.58 -7.10 -1.49
H 0.12 -7.20 -1.92
H -0.89 -5.94 -2.62
H 1.50 -4.50 0.00
H 1.02 -4.29 -1.69
H 1.75 -5.80 -1.16
H -6.21 -2.97 -0.71
H -6.14 -3.00 1.06
H -7.24 -4.07 0.20
H -5.36 -4.99 -2.04
H -6.51 -5.94 -1.08
H -4.83 -6.44 -1.18
H -5.07 -4.92 2.25
H -4.53 -6.35 1.37
H -6.25 -5.99 1.48
H -2.25 0.10 -5.43
H 0.42 -2.27 -4.71
H 1.35 -1.53 -3.41
H 1.96 -1.49 -5.07
H -0.62 -0.86 -6.52
H 0.93 -0.07 -6.77
H -0.48 0.92 -6.45
H 1.63 0.98 -3.34
H 0.77 2.01 -4.49
H 2.15 1.05 -5.02
*
```

Summary:
Lowest unoccupied orbital energy (alpha / beta) (eV): -3.52 / -3.50
⟨S²⟩: 0.8086
Largest force on an atom (eV Å⁻¹): 3.90
Frontier orbital gap (alpha / beta) (eV): 5.1 / 5.1

=====

# 3
This record from the OMol25 dataset describes a cluster of 2 separate species, C3H4O2 in total in a non-equilibrium geometry. The level of theory is wB97M-V/def2-TZVPD.

The geometry in ORCA input format:
```
! wB97M-V def2-TZVPD RIJCOSX def2/J DEFGRID3
* xyz 0 1
C 0.79 -1.22 0.99
C -0.25 -0.45 0.98
C -0.28 0.90 -1.16
O -1.52 1.27 -1.56
O -0.63 2.19 -0.93
H 0.98 -1.91 1.81
H 1.53 -1.23 0.21
H -1.13 -0.20 1.51
H 0.50 0.64 -1.85
*
```

Summary:
Energy relative to the best compared isomer or geometry (same formula, charge and spin) (kcal/mol): 190.9
Lowest unoccupied orbital energy (alpha / beta) (eV): 0.23 / 0.26
Largest force on an atom (eV Å⁻¹): 3.84
Frontier orbital gap (alpha / beta) (eV): 9.0 / 9.2

=====

# 4
This record from the OMol25 dataset describes a cluster of 9 separate species, C23H53Cl8N4O8P in total in a non-equilibrium geometry. The level of theory is wB97M-V/def2-TZVPD.

The geometry in ORCA input format:
```
! wB97M-V def2-TZVPD RIJCOSX def2/J DEFGRID3
* xyz 0 1
C -17.60 6.70 11.81
C -19.15 6.87 11.60
O -19.77 7.77 12.16
N -19.74 6.02 10.71
C -21.20 5.90 10.52
H -17.50 7.27 12.73
H -17.06 7.12 10.97
H -17.27 5.66 11.83
H -19.18 5.31 10.26
H -21.46 5.00 9.96
H -21.67 6.77 10.06
H -21.59 5.78 11.53
C -17.98 2.40 12.46
C -18.37 2.28 11.05
O -18.33 3.28 10.35
N -18.95 1.12 10.74
C -19.50 0.84 9.43
H -18.88 2.25 13.06
H -17.45 3.32 12.72
H -17.34 1.52 12.57
H -18.88 0.21 11.18
H -19.20 -0.21 9.31
H -19.14 1.50 8.64
H -20.57 0.96 9.29
C -15.06 10.52 14.73
C -16.26 10.67 13.81
O -16.02 10.88 12.62
N -17.46 10.46 14.28
C -18.65 10.55 13.45
H -14.72 11.44 15.21
H -14.21 10.00 14.29
H -15.44 9.79 15.45
H -17.75 10.63 15.23
H -19.50 10.17 14.02
H -18.64 10.09 12.47
H -18.85 11.60 13.23
C -22.20 8.43 14.32
C -22.72 8.79 15.70
O -23.91 8.59 16.00
N -21.81 9.29 16.54
C -22.32 9.58 17.89
H -22.62 7.46 14.02
H -21.13 8.46 14.14
H -22.71 9.09 13.62
H -20.95 9.66 16.16
H -22.79 10.56 17.95
H -21.45 9.44 18.54
H -23.00 8.81 18.26
C -14.58 4.99 9.88
O -13.57 4.02 9.67
P -12.21 4.11 10.63
O -12.03 5.47 11.22
O -12.45 2.95 11.70
C -12.35 1.56 11.48
O -11.00 3.63 9.67
C -9.73 4.10 9.60
H -15.55 4.55 9.66
H -14.50 5.91 9.29
H -14.67 5.37 10.90
H -12.19 1.09 10.51
H -13.31 1.08 11.65
H -11.71 1.07 12.21
H -9.14 3.19 9.50
H -9.48 4.58 10.55
H -9.56 4.76 8.75
Cl -19.56 5.28 14.74
C -19.27 6.23 16.16
C -18.64 7.54 15.70
Cl -18.52 8.85 16.96
H -18.59 5.60 16.73
H -20.23 6.36 16.65
H -19.13 7.98 14.83
H -17.59 7.49 15.42
Cl -22.41 8.91 8.41
C -22.62 9.73 10.02
C -21.91 11.13 10.04
Cl -21.57 11.55 11.74
H -22.17 9.11 10.79
H -23.69 9.81 10.21
H -22.55 11.87 9.57
H -20.97 11.28 9.51
Cl -20.37 5.81 5.41
C -21.36 4.69 6.32
C -20.96 3.26 6.25
Cl -20.87 2.61 4.62
H -22.33 4.78 5.82
H -21.60 4.98 7.34
H -21.73 2.70 6.77
H -20.00 3.20 6.76
Cl -15.29 10.00 9.14
C -16.95 9.45 8.74
C -17.82 10.05 9.85
Cl -18.14 11.83 9.50
H -16.90 8.36 8.82
H -17.23 9.70 7.72
H -17.37 10.01 10.84
H -18.78 9.54 9.82
*
```

Summary:
Energy relative to the best compared isomer or geometry (same formula, charge and spin) (kcal/mol): 0.0
Lowest unoccupied orbital energy (eV): 0.08
SMILES string: COP(=O)(OC)OC.CNC(C)=O.CNC(C)=O.CNC(C)=O.CNC(C)=O.ClCCCl.ClCCCl.ClCCCl.ClCCCl
Largest force on an atom (eV Å⁻¹): 4.94
Frontier orbital gap (eV): 9.3

=====

# 5
This record from the OMol25 dataset describes a structure of composition C43H32NO9P2S2Zr in a non-equilibrium geometry. The level of theory is wB97M-V/def2-TZVPD.

The geometry in ORCA input format:
```
! wB97M-V def2-TZVPD RIJCOSX def2/J DEFGRID3
* xyz 1 1
Zr 0.89 1.63 -2.03
O 0.47 -0.32 -1.43
S -0.01 -0.93 0.00
C 1.02 -2.38 0.10
C 1.01 -3.28 -0.93
C 1.60 -4.53 -0.73
C 2.40 -4.75 0.39
C 2.57 -3.72 1.31
C 1.84 -2.50 1.23
P 2.30 -0.96 2.08
C 1.49 -1.09 3.70
C 1.65 -2.29 4.42
C 1.23 -2.39 5.76
C 0.54 -1.30 6.35
C 0.44 -0.06 5.67
C 0.84 -0.01 4.32
C 4.04 -1.37 2.46
C 4.65 -1.10 3.68
C 5.99 -1.38 3.78
C 6.75 -1.70 2.72
C 6.18 -1.94 1.44
C 4.81 -1.78 1.31
C -1.61 -1.78 -0.22
C -1.86 -2.78 0.68
C -3.08 -3.49 0.66
C -3.91 -3.32 -0.37
C -3.69 -2.41 -1.39
C -2.58 -1.64 -1.28
P -2.52 -0.05 -2.08
C -4.08 0.70 -1.62
C -4.77 0.50 -0.45
C -5.95 1.29 -0.27
C -6.29 2.36 -1.09
C -5.56 2.58 -2.28
C -4.43 1.74 -2.50
C -2.72 -0.55 -3.84
C -3.90 -0.45 -4.64
C -3.77 -0.44 -6.00
C -2.54 -0.77 -6.59
C -1.44 -0.97 -5.82
C -1.49 -0.83 -4.43
H 0.44 -3.00 -1.78
H 1.38 -5.31 -1.47
H 2.99 -5.68 0.49
H 3.27 -3.90 2.13
H 2.11 -3.22 4.03
H 1.29 -3.36 6.18
H 0.11 -1.34 7.33
H 0.06 0.81 6.15
H 0.66 0.85 3.72
H 4.17 -0.61 4.55
H 6.50 -1.32 4.73
H 7.83 -1.71 2.81
H 6.74 -2.26 0.61
H 4.30 -1.94 0.35
H -1.17 -2.97 1.52
H -3.32 -4.23 1.42
H -4.89 -3.83 -0.34
H -4.44 -2.12 -2.10
H -4.42 -0.22 0.32
H -6.58 1.11 0.59
H -7.13 2.96 -0.71
H -5.75 3.38 -2.99
H -3.85 1.93 -3.44
H -4.82 -0.33 -4.12
H -4.63 -0.17 -6.68
H -2.55 -0.83 -7.70
H -0.53 -1.30 -6.32
H -0.58 -0.96 -3.84
O -0.63 3.02 -1.31
C -0.70 4.12 -0.60
C 0.44 4.59 0.14
C 0.28 5.57 1.12
C 1.41 5.79 1.87
C 2.69 5.28 1.61
C 2.82 4.35 0.60
C 1.71 4.01 -0.19
O 1.87 3.14 -1.16
N 1.36 6.80 2.97
O 2.42 7.39 3.22
O 0.31 6.95 3.67
H -1.66 4.57 -0.44
H -0.67 5.97 1.44
H 3.59 5.77 2.02
H 3.77 3.92 0.25
O 0.11 1.77 -4.04
S 1.51 1.34 -4.68
O 1.32 -0.04 -5.22
O 2.36 1.32 -3.29
O 1.99 2.39 -5.49
*
```

Summary:
Energy relative to the best compared isomer or geometry (same formula, charge and spin) (kcal/mol): 34.0
Lowest unoccupied orbital energy (eV): -4.42
Largest force on an atom (eV Å⁻¹): 3.87
Frontier orbital gap (eV): 6.1

=====

# 6
This record from the OMol25 dataset describes the molecule C5H8OS in a non-equilibrium geometry. The level of theory is wB97M-V/def2-TZVPD.

The geometry in ORCA input format:
```
! wB97M-V def2-TZVPD RIJCOSX def2/J DEFGRID3
* xyz 0 1
C -0.66 -0.34 0.44
C -0.32 1.10 0.60
C 0.49 1.43 -0.65
C 0.60 -0.82 -0.20
C 1.25 -1.99 -0.06
H -2.97 -0.19 0.25
H -0.81 -0.89 1.34
H 0.35 1.29 1.46
H -1.09 1.81 0.71
H 1.33 2.17 -0.59
H -0.12 1.75 -1.47
H 0.74 -2.75 0.48
H 2.19 -2.12 -0.59
O 1.09 0.15 -1.02
S -2.06 -0.62 -0.70
*
```

Summary:
Energy relative to the best compared isomer or geometry (same formula, charge and spin) (kcal/mol): 22.9
Lowest unoccupied orbital energy (eV): 0.72
SMILES string: C=C1OCC[C@H]1S
Largest force on an atom (eV Å⁻¹): 2.61
Frontier orbital gap (eV): 9.4

=====

# 7
This record from the OMol25 dataset describes a cluster of 2 separate species, C4H8O2 in total. The level of theory is wB97M-V/def2-TZVPD.

The geometry in ORCA input format:
```
! wB97M-V def2-TZVPD RIJCOSX def2/J DEFGRID3
* xyz 0 1
O 2.06 1.29 -0.35
C 2.49 0.33 0.43
C 0.07 -1.30 -0.17
C -0.67 -0.06 -0.57
C -1.83 0.44 0.17
O -0.56 1.07 0.31
H 1.22 1.69 -0.04
H 1.15 -1.22 -0.36
H 1.79 0.28 1.31
H -0.29 -2.16 -0.74
H -0.07 -1.50 0.90
H -0.60 0.22 -1.62
H -2.17 -0.11 1.06
H -2.59 1.03 -0.33
*
```

Summary:
Energy relative to the best compared isomer or geometry (same formula, charge and spin) (kcal/mol): 115.4
Lowest unoccupied orbital energy (eV): 0.90
Largest force on an atom (eV Å⁻¹): 0.34
Frontier orbital gap (eV): 9.4

=====

# 8
This record from the OMol25 dataset describes a cluster of 2 separate species, C10H17N4O5 in total in a non-equilibrium geometry. The level of theory is wB97M-V/def2-TZVPD.

The geometry in ORCA input format:
```
! wB97M-V def2-TZVPD RIJCOSX def2/J DEFGRID3
* xyz 1 1
C 4.24 -2.64 0.30
C 4.92 -1.19 0.10
O 5.95 -1.09 -0.60
O 4.43 0.00 0.74
C 3.51 0.71 -0.16
C 2.00 0.38 0.35
N 1.08 0.04 -0.79
C 0.12 -0.88 -0.56
N -0.18 -1.60 0.66
C -1.28 -2.48 0.35
N -1.59 -2.26 -1.03
N -0.79 -1.30 -1.61
H 4.35 -3.04 1.36
H 3.13 -2.59 -0.02
H 4.78 -3.37 -0.40
H 3.70 1.84 -0.05
H 3.69 0.31 -1.21
H 2.12 -0.52 1.06
H 1.58 1.22 0.99
H 1.12 0.46 -1.72
H -1.74 -3.16 1.12
H -2.34 -2.79 -1.49
H -0.85 -0.98 -2.59
C -3.54 1.54 2.00
C -3.45 1.44 0.49
C -2.16 1.98 -0.07
O -2.54 2.42 -1.36
C -3.86 2.74 -1.29
O -4.46 3.35 -2.13
O -4.42 2.28 -0.13
H -3.67 2.58 2.32
H -4.41 0.99 2.36
H -2.65 1.13 2.48
H -3.62 0.41 0.16
H -1.38 1.22 -0.13
H -1.77 2.84 0.49
*
```

Summary:
Lowest unoccupied orbital energy (eV): -4.33
Largest force on an atom (eV Å⁻¹): 6.24
Frontier orbital gap (eV): 8.8

=====

# 9
This record from the OMol25 dataset describes the molecule C6H5NO in a non-equilibrium geometry. The level of theory is wB97M-V/def2-TZVPD.

The geometry in ORCA input format:
```
! wB97M-V def2-TZVPD RIJCOSX def2/J DEFGRID3
* xyz 0 1
C 1.76 1.96 -0.43
C 0.82 0.43 0.08
C 2.23 0.51 -0.22
C -1.58 -0.14 0.02
C -0.29 -0.49 -0.08
C 0.70 1.76 0.48
N 3.34 0.02 -0.39
O 3.72 -1.22 0.04
H -2.44 -0.75 -0.09
H -1.87 0.95 -0.06
H -0.09 -1.60 -0.11
H -0.10 2.26 0.84
H 4.70 -1.19 -0.16
*
```

Summary:
Energy relative to the best compared isomer or geometry (same formula, charge and spin) (kcal/mol): 145.5
Lowest unoccupied orbital energy (alpha / beta) (eV): -0.41 / -0.41
SMILES string: C=C[C@]12C=C1/C2=N/O
Largest force on an atom (eV Å⁻¹): 4.72
Frontier orbital gap (alpha / beta) (eV): 8.0 / 8.0

=====

# 10
This record from the OMol25 dataset describes the molecule C5H8N2O in a non-equilibrium geometry. The level of theory is wB97M-V/def2-TZVPD.

The geometry in ORCA input format:
```
! wB97M-V def2-TZVPD RIJCOSX def2/J DEFGRID3
* xyz 0 1
C 0.41 0.13 -0.68
C 0.49 -1.40 -0.48
C 0.23 -1.23 1.01
C -0.63 0.01 0.57
C -0.52 1.21 -1.34
H 1.64 1.41 0.37
H -0.23 -2.01 -1.07
H 1.48 -1.97 -0.80
H -0.22 -2.29 1.31
H 1.12 -0.86 1.72
H -1.56 -0.34 0.32
H -1.46 1.88 1.38
H -0.57 1.41 -2.39
N -0.66 1.49 0.88
N -1.10 1.88 -0.39
O 1.58 0.68 -0.41
*
```

Summary:
Energy relative to the best compared isomer or geometry (same formula, charge and spin) (kcal/mol): 128.1
Lowest unoccupied orbital energy (eV): 0.95
SMILES string: O[C@]12C=NN[C@@H]1CC2
Largest force on an atom (eV Å⁻¹): 5.58
Frontier orbital gap (eV): 10.1

=====

# 11
This record from the OMol25 dataset describes a cluster of 2 separate species, C8H13NO2 in total in a non-equilibrium geometry. The level of theory is wB97M-V/def2-TZVPD.

The geometry in ORCA input format:
```
! wB97M-V def2-TZVPD RIJCOSX def2/J DEFGRID3
* xyz 0 3
C 2.76 0.15 -0.03
C -1.62 -0.46 -0.26
C -0.77 -1.66 -0.64
C 0.53 -1.30 1.50
C 0.75 -0.19 0.44
C -0.43 0.65 -0.03
C -0.90 1.79 1.01
C -0.09 1.44 -1.34
N 0.50 -1.66 0.04
O 2.97 1.29 0.04
O 3.14 -0.87 -0.51
H -2.35 -0.20 -0.96
H -2.06 -0.61 0.75
H -1.26 -2.62 -0.40
H -0.62 -1.72 -1.79
H 1.49 -1.69 1.98
H -0.34 -1.47 2.02
H -1.52 1.57 1.88
H -1.51 2.42 0.28
H 0.00 2.21 1.37
H 0.41 2.37 -1.09
H -1.03 1.62 -1.79
H 0.59 1.11 -2.05
H 1.35 -2.17 -0.41
*
```

Summary:
Energy relative to the best compared isomer or geometry (same formula, charge and spin) (kcal/mol): 45.0
Lowest unoccupied orbital energy (alpha / beta) (eV): 0.44 / -2.19
⟨S²⟩: 2.0063
Largest force on an atom (eV Å⁻¹): 5.34
Frontier orbital gap (alpha / beta) (eV): 3.5 / 7.9

=====

# 12
This record from the OMol25 dataset describes a structure of composition C4H7NO in a non-equilibrium geometry. The level of theory is wB97M-V/def2-TZVPD.

The geometry in ORCA input format:
```
! wB97M-V def2-TZVPD RIJCOSX def2/J DEFGRID3
* xyz 0 1
C 1.47 -0.70 0.00
C 0.07 -0.14 0.06
C -0.37 1.30 0.03
N -0.29 1.18 -1.35
C -1.10 -0.87 0.53
O -2.19 -0.30 0.61
H 1.49 -1.78 -0.17
H 2.01 -0.23 -0.82
H 2.04 -0.50 0.92
H -1.42 1.10 0.42
H 0.27 2.06 0.45
H -1.04 0.60 -1.69
H -1.02 -1.90 0.91
*
```

Summary:
Energy relative to the best compared isomer or geometry (same formula, charge and spin) (kcal/mol): 96.2
Lowest unoccupied orbital energy (alpha / beta) (eV): -0.53 / -0.53
Largest force on an atom (eV Å⁻¹): 2.87
Frontier orbital gap (alpha / beta) (eV): 8.6 / 8.6